{
  "formula": "C53H84MoN6O7P4S",
  "method": "wB97M-V/def2-TZVPD",
  "e_tot_ev": -129441.556,
  "total_charge": 2,
  "species": ["Mo", "C", "C", "C", "O", "P", "O", "C", "P", "O", "O", "C", "C", "C", "O", "C", "C", "C", "O", "C", "C", "C", "H", "H", "H", "H", "H", "H", "H", "H", "H", "H", "H", "H", "H", "H", "H", "H", "H", "H", "H", "H", "H", "H", "H", "H", "H", "H", "H", "H", "H", "H", "C", "C", "C", "C", "C", "O", "C", "N", "C", "C", "C", "C", "C", "C", "P", "C", "C", "C", "C", "C", "C", "C", "C", "C", "C", "C", "C", "H", "H", "H", "H", "H", "H", "H", "H", "H", "H", "H", "H", "H", "H", "H", "H", "H", "H", "H", "H", "H", "H", "H", "H", "S", "C", "N", "N", "P", "N", "C", "C", "C", "C", "C", "N", "C", "C", "C", "C", "C", "N", "C", "C", "C", "C", "C", "H", "H", "H", "H", "H", "H", "H", "H", "H", "H", "H", "H", "H", "H", "H", "H", "H", "H", "H", "H", "H", "H", "H", "H", "H", "H", "H", "H", "H", "H"],
  "coordinates": [[-0.64931, -0.57551, 0.97384], [3.48680, 3.80828, 3.67030], [2.94427, 4.89486, 2.76576], [3.15279, 6.28606, 3.30704], [1.49074, 4.71491, 2.61216], [0.91199, 3.81517, 1.45407], [1.39935, 2.43084, 1.41650], [-0.85208, 3.96528, 1.83678], [-2.01045, 2.91400, 0.92641], [-1.56599, 1.52742, 0.60032], [-2.32446, 3.85095, -0.27959], [-2.73323, 3.56600, -1.66562], [-4.05141, 2.82463, -1.71298], [-1.62251, 2.82659, -2.37055], [-3.29022, 2.77612, 1.83195], [-4.29814, 3.73179, 2.33813], [-5.41231, 3.88705, 1.32853], [-3.73290, 5.07744, 2.74860], [1.16602, 4.56477, 0.08828], [1.00698, 6.01722, -0.06992], [-0.14441, 6.28369, -1.01508], [2.31381, 6.57327, -0.58847], [4.57000, 3.90554, 3.75294], [3.25215, 2.82156, 3.26673], [3.05248, 3.89618, 4.67007], [3.40050, 4.80518, 1.77707], [2.68362, 6.38200, 4.28871], [2.72763, 7.03910, 2.64092], [4.22122, 6.48243, 3.41284], [-1.13947, 5.00162, 1.65754], [-0.96452, 3.75483, 2.90161], [-2.84837, 4.56121, -2.08518], [-3.97826, 1.91042, -1.12365], [-4.27381, 2.55607, -2.74719], [-4.87285, 3.42693, -1.33063], [-1.60693, 1.78817, -2.03564], [-0.65525, 3.28297, -2.15394], [-1.79153, 2.85180, -3.44796], [-4.67408, 3.21630, 3.21847], [-5.08386, 4.50237, 0.48916], [-6.26101, 4.38039, 1.80352], [-5.74034, 2.91709, 0.95790], [-3.28940, 5.58941, 1.89195], [-2.99720, 4.99461, 3.54976], [-4.55348, 5.69630, 3.11211], [0.79183, 6.44977, 0.91023], [0.09503, 5.91286, -2.01561], [-0.31667, 7.35946, -1.07886], [-1.06309, 5.80382, -0.67597], [2.54218, 6.13905, -1.56436], [3.13990, 6.35462, 0.08976], [2.23403, 7.65613, -0.69477], [-3.17236, -0.38667, 3.28294], [-2.03474, -0.24142, 4.29409], [-2.63167, 0.14093, 5.65159], [-1.00694, 0.80452, 3.81898], [-0.04384, 1.30944, 4.88851], [1.20194, 0.65615, 4.56520], [1.12158, 0.20037, 3.33511], [-0.05548, 0.26214, 2.79996], [2.42218, -0.25014, 2.78508], [3.41374, -0.46392, 3.74472], [4.69928, -0.82873, 3.39195], [5.02092, -0.97414, 2.05655], [4.04521, -0.76551, 1.09380], [2.73916, -0.41832, 1.42651], [1.58306, -0.16347, 0.02084], [1.90660, -1.63116, -1.05806], [1.62579, -1.57740, -2.42419], [1.92610, -2.64682, -3.25552], [2.49414, -3.80016, -2.73525], [2.72074, -3.89095, -1.36975], [2.42599, -2.81969, -0.53816], [2.28354, 1.22660, -0.94066], [1.61159, 1.63561, -2.09011], [2.13871, 2.62200, -2.90954], [3.34311, 3.22441, -2.57929], [3.98864, 2.86607, -1.40333], [3.45618, 1.88700, -0.57754], [-3.87980, -1.14428, 3.61453], [-2.83892, -0.68006, 2.28538], [-3.70297, 0.55988, 3.17040], [-1.51527, -1.19955, 4.38999], [-2.91964, 1.19828, 5.67505], [-1.94973, -0.04993, 6.48026], [-3.52928, -0.44986, 5.83892], [-1.55711, 1.63337, 3.38026], [-0.31304, 1.04293, 5.90174], [0.12019, 2.38465, 4.83065], [3.16054, -0.36034, 4.78873], [5.44172, -1.00185, 4.16042], [6.02336, -1.25331, 1.75598], [4.30363, -0.89368, 0.05128], [1.17655, -0.70127, -2.86514], [1.71866, -2.57239, -4.31600], [2.76196, -4.62105, -3.38970], [3.14051, -4.79463, -0.94363], [2.60624, -2.92538, 0.52250], [0.66768, 1.17865, -2.35399], [1.60815, 2.91776, -3.80689], [3.77502, 3.97506, -3.22944], [4.91578, 3.35145, -1.12446], [3.95745, 1.65872, 0.35026], [1.66368, -4.07831, 3.03528], [0.81236, -3.01021, 2.23891], [0.17072, -2.20937, 1.64342], [-1.81000, -1.41232, -0.13086], [-2.85209, -2.64836, -0.27690], [-4.37436, -2.02907, -0.24782], [-5.52302, -2.95591, -0.39464], [-6.81639, -2.17961, -0.61681], [-6.87005, -0.97832, 0.32163], [-5.72463, 0.00427, -0.00520], [-4.60796, -0.67918, -0.79210], [-2.87550, -3.77878, 0.90378], [-1.80390, -4.79298, 1.01922], [-2.41003, -6.14290, 1.38202], [-3.17388, -6.02601, 2.70104], [-4.22932, -4.92188, 2.60101], [-3.58803, -3.60214, 2.18158], [-2.41404, -3.47130, -1.61255], [-1.59628, -2.79221, -2.65090], [-1.38729, -3.71474, -3.83933], [-2.72900, -4.15193, -4.42373], [-3.65429, -4.75188, -3.33386], [-2.97263, -4.79113, -1.97113], [-5.61879, -3.53478, 0.52498], [-5.36624, -3.66121, -1.21504], [-7.65341, -2.85536, -0.44140], [-6.89041, -1.84146, -1.65421], [-6.78751, -1.32884, 1.35473], [-7.83339, -0.47625, 0.23238], [-5.30579, 0.42083, 0.91443], [-6.10400, 0.83588, -0.60423], [-3.68614, -0.11632, -0.70533], [-4.85985, -0.72850, -1.85693], [-1.12224, -4.49328, 1.81651], [-1.23335, -4.83384, 0.09445], [-1.62197, -6.89412, 1.45030], [-3.09735, -6.45180, 0.58859], [-2.46970, -5.78139, 3.50430], [-3.64364, -6.97722, 2.95508], [-4.74485, -4.78860, 3.55423], [-4.97878, -5.20530, 1.85542], [-2.86720, -3.29676, 2.95136], [-4.32788, -2.81333, 2.07523], [-0.64587, -2.49710, -2.22095], [-2.10204, -1.88224, -2.99540], [-0.79818, -4.58381, -3.53357], [-0.79994, -3.18337, -4.58941], [-2.56525, -4.87293, -5.22336], [-3.21008, -3.28210, -4.87555], [-3.95289, -5.76848, -3.59423], [-4.57077, -4.16270, -3.25884], [-2.16981, -5.53251, -1.97960], [-3.67503, -5.09341, -1.19956]],
  "lowdin_charge": [1.36, -0.03, -0.43, -0.03, -0.19, 0.47, -0.25, -0.20, 0.48, -0.36, -0.19, -0.38, -0.03, -0.04, -0.19, -0.38, -0.03, -0.04, -0.17, -0.42, -0.03, -0.02, 0.10, 0.06, 0.09, 0.13, 0.10, 0.08, 0.10, 0.07, 0.07, 0.15, 0.06, 0.11, 0.07, 0.07, 0.07, 0.10, 0.14, 0.08, 0.10, 0.07, 0.08, 0.09, 0.10, 0.13, 0.09, 0.10, 0.06, 0.09, 0.07, 0.10, -0.07, -0.35, -0.05, -0.24, -0.03, 0.05, -0.31, -0.03, -0.14, 0.00, -0.03, -0.02, -0.09, -0.29, 1.06, -0.33, -0.11, -0.08, -0.06, -0.05, -0.10, -0.34, -0.12, -0.07, -0.07, -0.06, -0.08, 0.08, 0.03, 0.08, 0.14, 0.10, 0.08, 0.09, 0.11, 0.13, 0.14, 0.13, 0.12, 0.12, 0.12, 0.09, 0.11, 0.12, 0.12, 0.06, 0.08, 0.11, 0.11, 0.11, 0.10, 0.70, -0.95, -0.15, -0.33, 0.64, -0.19, -0.17, -0.17, -0.17, -0.17, -0.21, -0.18, -0.19, -0.17, -0.18, -0.17, -0.21, -0.18, -0.19, -0.19, -0.17, -0.15, -0.20, 0.10, 0.10, 0.12, 0.12, 0.11, 0.11, 0.10, 0.11, 0.06, 0.13, 0.07, 0.11, 0.12, 0.11, 0.12, 0.12, 0.12, 0.11, 0.12, 0.09, 0.07, 0.12, 0.12, 0.11, 0.11, 0.11, 0.12, 0.10, 0.12, 0.10]
}

{
  "formula": "C2H4N4",
  "method": "wB97M-V/def2-TZVPD",
  "e_tot_ev": -8097.162,
  "species": ["N", "C", "N", "N", "C", "N", "H", "H", "H", "H"],
  "coordinates": [[1.82526, -0.17582, -0.31409], [0.49463, -0.03974, -0.03224], [-0.28669, -1.09546, 0.25139], [-1.62021, -0.50068, 0.39203], [-1.40425, 0.79884, 0.16778], [-0.13541, 1.14432, -0.02721], [2.36748, 0.66577, -0.19013], [2.26047, -1.01707, 0.03242], [-1.28047, -1.29058, -0.46603], [-2.22080, 1.51042, 0.18607]],
  "lowdin_charge": [0.13, -0.51, 0.03, -0.02, -0.23, 0.12, 0.10, 0.10, 0.17, 0.11]
}

{
  "formula": "C31H32MoN3OS3",
  "method": "wB97M-V/def2-TZVPD",
  "s2": 2.026,
  "spin_multiplicity": 3,
  "e_tot_ev": -73539.777,
  "total_charge": 1,
  "species": ["Mo", "C", "N", "C", "C", "N", "C", "C", "C", "C", "C", "C", "C", "S", "C", "C", "C", "C", "C", "C", "S", "H", "H", "H", "H", "H", "H", "H", "H", "H", "H", "H", "H", "H", "H", "H", "H", "H", "H", "C", "C", "C", "C", "C", "C", "C", "S", "C", "O", "H", "H", "H", "H", "H", "H", "H", "H", "H", "H", "N", "C", "C", "C", "C", "C", "C", "C", "H", "H", "H", "H"],
  "coordinates": [[0.75844, 0.49002, 0.15249], [-2.04496, 2.08642, -1.07271], [-0.94686, 2.25162, -0.11331], [-1.47356, 2.29432, 1.25639], [-0.31426, 2.59582, 2.19429], [0.68054, 1.51262, 2.10529], [0.41054, 0.53912, 3.18209], [2.05514, 1.98292, 2.25349], [2.38204, 3.17292, 2.89259], [3.69934, 3.59512, 2.97429], [4.71184, 2.81142, 2.44959], [4.41114, 1.58302, 1.89159], [3.08984, 1.15432, 1.79329], [2.74604, -0.43918, 1.10479], [-0.29356, 3.49832, -0.48481], [-0.88196, 4.73552, -0.24051], [-0.28766, 5.90252, -0.68391], [0.88264, 5.84032, -1.42341], [1.47424, 4.62032, -1.67661], [0.90784, 3.44332, -1.18961], [1.72864, 1.91952, -1.47431], [-2.59096, 1.16782, -0.87471], [-1.62726, 2.04812, -2.07791], [-2.74016, 2.92942, -1.01291], [-1.92636, 1.32112, 1.47919], [-2.25016, 3.06102, 1.37189], [-0.66516, 2.71492, 3.22549], [0.13854, 3.53542, 1.86349], [0.55214, 1.01452, 4.15989], [1.09654, -0.31048, 3.10779], [-0.61836, 0.17842, 3.11419], [1.62414, 3.79442, 3.33929], [3.92434, 4.53272, 3.45599], [5.73464, 3.14942, 2.48069], [5.19504, 0.94342, 1.51759], [-1.81156, 4.80052, 0.30399], [-0.75076, 6.85262, -0.46551], [1.32884, 6.74382, -1.80321], [2.37754, 4.55992, -2.26071], [-2.70736, -6.31958, -0.84941], [-1.57006, -5.35548, -0.94751], [-1.31006, -4.64688, -2.11661], [-0.27166, -3.73328, -2.18401], [0.52084, -3.52008, -1.06981], [0.29294, -4.23368, 0.09869], [-0.74596, -5.14178, 0.15579], [1.90004, -2.35028, -1.02701], [2.83204, -3.03868, -2.43221], [1.38944, -1.03758, -1.55501], [-3.31786, -6.30728, -1.74751], [-3.34006, -6.06568, -0.00071], [-2.33666, -7.33058, -0.68571], [-1.93306, -4.81188, -2.98221], [-0.09246, -3.18098, -3.09421], [0.93824, -4.07748, 0.95059], [-0.92126, -5.69698, 1.06449], [2.21424, -3.06198, -3.32011], [3.14484, -4.04058, -2.16061], [3.69164, -2.39478, -2.58381], [-5.03096, -3.81528, -1.77321], [-4.17046, -3.12698, -1.45631], [-3.08966, -2.30068, -1.07321], [-2.43216, -1.52338, -2.02931], [-1.35766, -0.74888, -1.64771], [-0.90446, -0.69748, -0.32511], [-1.55186, -1.51768, 0.59839], [-2.63206, -2.30868, 0.24369], [-2.75876, -1.55068, -3.05921], [-0.83006, -0.17628, -2.40301], [-1.19406, -1.56928, 1.62509], [-3.11226, -2.94688, 0.97159]],
  "mulliken_spin": [1.94, 0.03, -0.01, -0.02, 0.00, -0.02, 0.02, 0.00, -0.01, 0.01, 0.00, 0.00, 0.00, 0.02, 0.02, -0.01, 0.01, 0.00, 0.01, 0.00, -0.03, 0.00, 0.00, 0.00, 0.01, 0.00, 0.00, 0.00, 0.00, 0.00, 0.00, 0.00, 0.00, 0.00, 0.00, 0.00, 0.00, 0.00, 0.00, 0.00, 0.00, 0.00, 0.01, 0.00, 0.00, 0.00, -0.01, 0.00, -0.01, 0.00, 0.00, 0.00, 0.00, 0.00, 0.00, 0.00, 0.00, 0.00, 0.00, 0.01, -0.01, 0.02, -0.02, 0.08, -0.11, 0.13, -0.02, 0.00, 0.00, -0.01, 0.00]
}